198
Properties=species:S:1:pos:R:3:forces:R:3 method="wB97M-V/def2-TZVPD" multiplicity=6 e_lumo_ev="0.5 / 0.5" fmax_ha_per_bohr=0.079 orbital_gap_ev="6.87 / 8.43" energy_ev=-170235.9123 s2=8.75
Mn 2.141 -0.445 -3.313 -0.4 1.1 0.1
O 3.528 0.200 -4.516 1.3 0.3 -1.0
H 4.392 0.161 -4.971 -1.0 0.0 0.6
O 0.635 -0.993 -2.073 -1.0 -0.6 0.8
H 0.137 -0.985 -1.233 0.7 0.3 -1.2
C -0.028 1.626 -0.392 1.0 0.2 -0.9
O 0.053 2.882 0.218 -0.2 0.7 0.7
C 1.086 3.036 1.174 0.0 0.5 -0.1
C 1.300 4.508 1.530 -1.3 -0.5 -0.2
O 0.180 5.088 2.186 0.4 -0.5 1.3
C -1.012 5.367 1.482 0.8 1.0 0.7
C -1.810 6.350 2.377 0.9 0.8 -0.1
O -1.078 7.576 2.661 0.7 -0.7 -0.6
C -1.707 8.415 3.604 -0.6 -0.4 -0.5
H 0.942 1.389 -0.830 0.1 -0.2 -0.2
H -0.727 1.765 -1.216 -0.2 -0.6 0.2
H -0.247 0.775 0.253 -0.5 0.1 0.4
H 2.043 2.640 0.833 0.1 -0.2 -0.3
H 0.832 2.510 2.094 -0.1 -0.2 0.2
H 1.502 5.150 0.672 0.4 -0.2 -0.4
H 2.142 4.489 2.222 -0.1 0.5 0.1
H -1.590 4.467 1.275 -0.2 0.0 0.0
H -0.703 5.822 0.541 -0.4 0.2 -0.4
H -1.989 5.890 3.349 -0.3 -0.3 0.0
H -2.738 6.615 1.870 -0.3 -0.2 0.1
H -2.465 8.999 3.083 -0.7 -0.1 0.2
H -1.079 9.184 4.055 0.7 -0.5 -0.2
H -2.110 7.774 4.387 -0.4 0.3 0.3
C 1.100 -7.667 -1.287 -0.1 0.8 0.3
O -0.088 -8.092 -1.936 0.0 0.5 0.3
C -1.109 -7.084 -2.054 0.9 0.0 -1.2
C -0.685 -5.909 -2.994 0.1 -1.2 1.2
O -1.778 -5.023 -2.986 -0.2 -0.9 0.0
C -1.692 -3.845 -3.734 -0.6 0.1 -0.3
C -1.861 -4.079 -5.245 -0.1 0.2 1.3
O -0.778 -4.813 -5.744 -0.3 0.5 -0.3
C -0.789 -5.021 -7.152 0.3 -0.2 1.0
H 1.633 -6.899 -1.848 0.2 -0.2 -0.4
H 1.777 -8.494 -1.075 -0.3 -0.2 -0.3
H 0.904 -7.161 -0.342 -0.4 -0.1 0.4
H -1.466 -6.672 -1.110 0.1 -0.2 0.3
H -1.894 -7.613 -2.595 -0.3 0.1 0.4
H -0.417 -6.417 -3.921 -0.3 0.6 -0.5
H 0.216 -5.434 -2.606 0.1 0.3 0.1
H -0.862 -3.247 -3.356 0.7 0.1 -0.7
H -2.557 -3.255 -3.431 -0.2 -0.1 0.0
H -2.080 -3.113 -5.700 0.7 0.4 -0.5
H -2.795 -4.621 -5.396 -0.2 -0.4 0.1
H -0.428 -4.116 -7.641 0.2 -0.2 -0.3
H -1.771 -5.276 -7.550 -0.2 0.0 0.1
H -0.133 -5.889 -7.216 0.1 0.2 -0.9
C -2.033 -0.603 2.478 -0.1 0.1 0.0
O -2.669 0.379 3.324 0.4 -0.9 -0.7
C -1.999 1.614 3.249 -0.7 0.7 0.6
C -2.775 2.781 3.918 0.4 0.0 -0.1
O -3.026 2.545 5.262 0.4 -0.1 1.6
C -3.322 3.739 6.049 -0.8 -2.6 0.2
C -3.355 3.279 7.549 1.3 0.5 -0.9
O -2.017 3.076 8.071 -2.0 2.0 0.0
C -1.315 2.016 7.575 1.5 -1.7 0.7
H -1.016 -0.920 2.710 0.2 0.3 1.1
H -1.874 -0.262 1.455 -0.7 0.4 -0.3
H -2.614 -1.526 2.468 -0.3 0.3 0.1
H -1.854 1.885 2.203 0.3 0.2 -0.2
H -1.039 1.515 3.755 0.3 0.2 0.0
H -3.722 3.051 3.450 -0.1 -0.2 -0.6
H -2.140 3.666 3.899 0.4 0.1 -0.7
H -4.328 3.960 5.693 -0.2 0.9 0.4
H -2.618 4.551 5.867 0.1 0.0 0.0
H -3.943 2.376 7.712 -0.1 -0.1 -0.4
H -3.815 4.081 8.126 0.2 0.0 0.2
H -1.610 1.077 8.044 -1.0 -0.5 -0.5
H -0.345 2.045 8.070 0.5 0.6 -0.5
H -1.230 1.932 6.492 -0.1 0.1 0.2
C 1.377 -1.506 -6.106 -0.9 -0.5 0.2
O 1.496 -1.921 -4.725 -0.4 -0.8 -1.7
C 2.085 -3.208 -4.584 1.3 0.0 1.1
C 2.552 -3.313 -3.091 -1.5 0.0 -1.8
O 3.295 -2.171 -2.758 0.4 -0.9 0.9
C 3.499 -2.053 -1.344 0.3 0.5 -0.1
C 4.105 -0.696 -1.093 0.7 0.8 0.7
O 3.258 0.302 -1.584 -1.1 2.0 -0.2
C 3.736 1.693 -1.555 1.3 -1.3 0.6
H 0.602 -0.741 -6.141 0.5 0.5 0.2
H 0.921 -2.294 -6.706 0.2 -0.6 0.1
H 2.313 -1.214 -6.584 0.1 0.2 0.5
H 2.918 -3.315 -5.279 0.2 0.2 -0.1
H 1.402 -4.038 -4.764 -0.4 0.2 -0.1
H 3.069 -4.255 -2.909 0.2 0.0 0.1
H 1.577 -3.289 -2.604 0.1 0.0 0.8
H 4.168 -2.849 -1.016 0.1 0.0 0.2
H 2.572 -2.081 -0.771 -0.3 -0.3 -0.4
H 5.093 -0.564 -1.532 0.2 -0.2 -0.2
H 4.183 -0.507 -0.022 0.3 -0.5 0.3
H 3.062 2.402 -2.036 -0.1 -0.7 -0.3
H 4.735 1.680 -1.992 -0.1 0.2 -0.7
H 3.952 2.039 -0.545 -0.5 -0.3 0.4
C -3.434 5.385 -2.196 0.2 -1.0 0.3
O -3.663 4.333 -1.242 -0.3 0.7 0.0
C -3.382 3.000 -1.656 0.4 0.5 0.2
C -3.571 2.066 -0.474 0.0 0.0 0.3
O -4.937 1.861 -0.128 -0.1 0.8 0.0
C -5.146 1.313 1.157 -0.4 -2.4 -0.6
C -6.628 0.890 1.403 1.4 1.4 -1.0
O -7.113 0.011 0.407 0.7 -0.4 1.3
C -8.491 -0.247 0.564 -0.3 0.1 -2.0
H -2.506 5.192 -2.734 -0.1 -0.2 -0.4
H -3.263 6.349 -1.716 -0.3 -0.2 0.6
H -4.298 5.486 -2.853 0.1 -0.1 -0.3
H -2.346 2.976 -1.993 0.3 -0.2 0.3
H -3.919 2.647 -2.536 -0.7 0.2 0.0
H -2.997 2.456 0.367 -0.1 0.4 0.3
H -3.074 1.117 -0.678 -0.1 -0.4 -0.3
H -4.763 1.885 2.002 -0.1 0.4 -0.1
H -4.641 0.348 1.188 0.7 -0.2 0.1
H -7.128 1.857 1.334 -0.9 -0.1 0.5
H -6.644 0.410 2.381 -0.3 0.3 0.2
H -8.950 0.543 -0.031 -0.8 0.2 0.4
H -8.979 -0.347 1.534 0.7 0.3 0.4
H -8.699 -1.162 0.010 0.1 -0.2 0.1
C -3.261 -0.569 -3.306 0.8 0.7 0.5
C -2.087 0.026 -4.112 -0.6 -1.2 -0.9
O -1.699 1.286 -3.655 1.5 2.8 1.1
P -0.338 1.975 -4.234 -0.5 0.0 0.0
O 0.880 1.194 -3.829 -2.2 2.4 -1.4
O -0.386 3.568 -3.785 -1.6 -3.4 -0.7
C 0.695 4.108 -3.070 0.9 2.1 -0.7
C 0.637 5.678 -3.376 1.2 -0.8 1.3
O -0.667 2.096 -5.820 1.1 -0.4 1.3
C -1.734 2.899 -6.395 0.2 -0.9 -0.1
C -2.049 2.236 -7.766 -0.2 0.5 0.9
H -3.856 0.242 -2.886 -0.4 0.0 -0.4
H -3.859 -1.259 -3.901 0.0 0.2 -0.1
H -2.931 -1.092 -2.408 0.3 -0.2 -0.1
H -1.219 -0.633 -4.110 0.0 -0.2 0.0
H -2.403 0.243 -5.133 -0.2 -0.7 -0.3
H 0.665 3.857 -2.010 -0.4 0.3 0.1
H 1.577 3.609 -3.470 0.5 0.6 0.1
H 1.463 6.168 -2.860 0.2 -0.2 0.4
H 0.839 6.028 -4.388 -0.5 -0.8 -0.3
H -0.232 6.177 -2.947 -0.3 -0.4 -0.3
H -2.563 2.866 -5.688 -0.3 -0.1 -0.2
H -1.394 3.933 -6.436 0.0 -0.1 -0.3
H -2.137 1.156 -7.651 0.2 0.0 0.2
H -3.026 2.563 -8.121 0.1 0.3 -0.1
H -1.285 2.449 -8.514 0.0 0.1 0.1
C -1.564 -3.124 -0.071 1.0 -0.5 0.4
C -0.128 -2.800 0.398 -0.6 -0.2 -0.3
O 0.041 -3.098 1.785 1.1 -1.2 1.9
P 1.114 -4.195 2.341 -0.4 0.5 -0.7
O 2.469 -4.186 1.737 -1.3 0.1 0.7
O 0.979 -3.983 3.942 -1.9 1.8 -3.1
C 1.726 -4.715 4.815 2.3 -1.3 1.0
C 1.523 -4.159 6.212 0.2 -0.3 -0.5
O 0.377 -5.594 2.108 1.9 0.8 -0.3
C -0.884 -5.797 2.659 -1.3 0.1 -0.2
C -1.080 -7.260 2.790 0.4 -0.9 1.0
H -2.373 -2.887 0.621 0.2 0.6 0.0
H -1.679 -2.674 -1.057 -0.3 -0.1 0.1
H -1.584 -4.210 -0.160 -0.2 -0.1 -0.3
H 0.528 -3.432 -0.201 0.3 0.3 -0.1
H 0.154 -1.752 0.287 0.0 -0.1 0.0
H 1.573 -5.786 4.680 -0.6 -0.2 0.4
H 2.768 -4.599 4.518 0.4 0.1 0.2
H 2.237 -4.594 6.911 -0.1 -0.1 0.0
H 1.763 -3.101 6.104 -0.4 0.1 0.4
H 0.505 -4.345 6.554 0.1 0.3 0.1
H -1.032 -5.303 3.619 0.3 0.1 0.1
H -1.613 -5.356 1.980 -0.2 0.0 -0.1
H -0.807 -7.836 1.906 -0.9 0.2 -0.4
H -0.375 -7.690 3.501 0.2 0.3 0.4
H -2.054 -7.400 3.258 -0.2 -0.6 -0.6
C 8.328 -0.717 0.603 -0.6 -0.2 1.2
C 6.934 -0.902 1.285 2.2 0.3 -1.4
O 6.350 0.416 1.181 -1.9 -0.4 1.9
P 5.334 0.943 2.355 2.2 1.0 0.0
O 4.325 1.875 1.853 0.1 0.3 0.1
O 4.773 -0.337 3.051 0.8 -0.4 -0.2
C 3.558 -0.320 3.773 -1.9 -0.5 0.4
C 2.388 -0.873 2.907 0.5 0.5 0.8
O 6.377 1.562 3.493 -1.8 -1.7 -1.5
C 6.445 2.953 3.765 0.5 0.2 -0.4
C 7.578 3.106 4.726 0.2 0.5 0.5
H 8.874 -0.016 1.234 0.3 -0.2 0.0
H 8.819 -1.690 0.597 0.2 0.1 -0.1
H 8.329 -0.263 -0.389 -0.5 -0.3 -0.1
H 6.415 -1.706 0.763 -0.8 0.5 -0.2
H 7.088 -1.270 2.300 -0.2 0.5 0.2
H 3.679 -0.862 4.711 0.4 -0.7 -0.4
H 3.273 0.652 4.176 0.3 0.5 -0.6
H 1.636 -1.276 3.586 -0.2 0.0 0.0
H 1.951 -0.043 2.353 0.0 -0.1 -0.2
H 2.689 -1.678 2.237 0.2 0.1 0.1
H 6.738 3.475 2.853 -0.6 0.2 -0.2
H 5.510 3.306 4.200 -0.1 0.1 -0.4
H 7.223 2.926 5.741 0.4 -0.2 0.1
H 8.391 2.445 4.426 -0.1 -0.1 0.3
H 7.963 4.124 4.674 0.0 0.1 0.1


186
Properties=species:S:1:pos:R:3:forces:R:3 method="wB97M-V/def2-TZVPD" e_lumo_ev=-0.1 fmax_ha_per_bohr=0.078 orbital_gap_ev=8.18 energy_ev=-87813.0164
C 9.704 -6.174 -7.549 -0.8 0.0 -0.1
O 8.801 -5.470 -6.639 1.3 -0.7 -0.5
H 10.717 -6.225 -7.150 -0.1 0.4 0.3
H 9.402 -7.209 -7.708 -0.3 -0.1 0.2
H 9.753 -5.731 -8.544 -0.1 0.3 0.2
H 8.044 -5.117 -7.113 0.0 -0.1 -0.1
C 13.025 -6.477 -2.873 -0.4 -1.1 -1.6
O 14.012 -5.752 -2.244 0.6 0.8 1.3
H 12.551 -5.849 -3.627 -0.6 -0.1 0.0
H 13.514 -7.279 -3.425 -0.3 -0.5 -0.2
H 12.285 -6.928 -2.211 0.1 0.3 0.2
H 14.416 -5.272 -2.971 0.5 0.5 0.1
C 16.494 1.878 -4.808 -0.1 -1.7 0.0
O 17.689 2.363 -5.398 -0.4 0.9 -0.2
H 15.791 1.567 -5.580 0.3 0.0 -0.5
H 16.788 0.969 -4.283 -0.5 -0.1 0.4
H 15.870 2.494 -4.161 0.7 0.7 0.3
H 18.440 2.149 -4.841 -0.1 0.1 0.0
O 6.181 -3.309 -2.870 -0.4 -1.0 -0.4
H 6.631 -2.489 -2.669 0.4 0.8 0.2
H 5.635 -3.478 -2.103 -0.1 -0.1 0.1
O 8.472 0.838 -4.035 -0.4 0.4 0.2
H 9.249 0.280 -4.093 0.7 -0.1 -0.3
H 8.680 1.596 -4.580 -0.2 0.3 -0.4
O 7.399 -1.011 -2.304 -0.5 -0.1 0.4
H 8.069 -0.706 -2.917 0.1 0.2 -0.2
H 7.753 -0.804 -1.439 0.1 0.0 0.2
O 14.972 -4.248 -4.525 -0.3 -0.1 0.0
H 15.458 -3.448 -4.326 0.1 0.3 0.1
H 15.582 -4.780 -5.036 0.2 -0.2 -0.2
O 9.889 -6.379 -4.029 0.5 -0.1 0.4
H 9.064 -6.767 -3.738 -0.2 0.0 0.1
H 9.719 -6.102 -4.930 -0.4 0.3 -0.3
O 11.143 -4.518 -1.463 -0.2 0.5 0.3
H 12.032 -4.866 -1.532 0.4 0.0 0.1
H 10.722 -4.771 -2.285 -0.3 -0.4 -0.3
C 13.603 5.655 1.660 -0.7 0.3 1.1
C 13.362 6.600 0.472 1.5 -1.8 -1.6
C 14.388 6.159 -0.686 -1.7 -0.5 -1.0
C 13.945 4.921 -1.545 0.2 1.3 1.1
C 12.522 5.140 -2.085 1.2 -0.8 0.9
C 11.513 5.419 -0.953 0.1 0.0 -0.4
N 11.988 6.597 -0.137 2.4 -1.7 -2.5
O 10.974 7.061 0.639 -0.8 0.7 1.5
C 10.223 5.885 -1.724 0.5 -0.6 1.3
C 11.354 4.091 -0.117 0.0 0.6 -0.1
C 13.767 8.004 0.832 -0.5 0.7 -0.1
H 14.390 5.971 2.345 0.5 0.4 -0.5
H 13.808 4.604 1.456 -0.3 0.1 -0.4
H 12.748 5.741 2.330 -0.4 -0.4 -0.1
H 14.352 6.948 -1.438 0.3 0.5 0.2
H 15.414 6.016 -0.347 -0.1 0.2 0.4
H 13.998 4.010 -0.949 -0.2 -0.1 0.1
H 14.655 4.751 -2.355 0.0 0.2 -0.2
H 12.356 4.152 -2.515 -1.0 0.1 -0.4
H 12.451 5.903 -2.859 0.2 0.1 0.0
H 10.366 6.863 -2.184 0.4 -0.1 -0.2
H 10.040 5.109 -2.467 -0.4 0.2 0.0
H 9.378 6.030 -1.052 -0.1 -0.4 0.0
H 10.853 3.257 -0.608 -0.7 0.5 -0.4
H 12.308 3.605 0.086 0.2 0.6 0.3
H 10.870 4.327 0.831 -0.1 -0.2 0.0
H 13.116 8.350 1.634 0.3 0.3 0.2
H 13.648 8.676 -0.019 -0.4 0.0 -0.2
H 14.830 8.099 1.055 -0.1 -0.3 0.5
H 10.833 7.923 0.240 -0.5 0.2 0.3
C 13.909 -5.831 -9.221 -0.7 1.0 -0.2
C 13.589 -4.299 -9.520 0.8 -0.8 -0.3
C 14.572 -3.541 -8.557 -0.4 1.5 -0.1
C 14.967 -2.123 -9.033 -0.4 -0.4 0.9
C 15.467 -2.128 -10.427 -1.3 0.5 -0.1
C 14.389 -2.705 -11.395 -0.4 -0.3 2.2
N 14.057 -4.078 -10.907 1.4 0.5 0.6
O 13.349 -4.852 -11.846 -0.7 0.4 0.0
C 13.180 -1.738 -11.473 0.1 0.4 -0.5
C 15.069 -2.789 -12.691 -0.5 -0.4 -2.2
C 12.096 -3.968 -9.275 -0.2 -0.8 0.3
H 13.756 -6.061 -8.167 0.2 0.2 0.2
H 14.950 -5.958 -9.518 0.0 -0.2 0.2
H 13.287 -6.550 -9.755 -0.1 0.3 -0.3
H 14.080 -3.382 -7.598 -0.2 -0.4 0.2
H 15.510 -4.051 -8.337 -0.2 -0.6 -0.4
H 15.799 -1.705 -8.466 -0.2 -0.1 0.7
H 14.129 -1.435 -8.915 -0.1 0.0 0.0
H 16.453 -2.590 -10.379 -0.1 -0.4 -0.9
H 15.572 -1.074 -10.684 0.4 0.0 -0.4
H 12.343 -2.104 -12.067 0.2 -0.5 -0.2
H 12.694 -1.377 -10.567 0.6 -0.2 0.4
H 13.562 -0.866 -12.004 -0.2 0.3 0.0
H 15.499 -1.837 -13.002 0.4 -0.1 0.4
H 15.774 -3.621 -12.686 0.3 0.3 -0.1
H 14.344 -2.971 -13.485 -0.1 -0.4 -0.1
H 11.441 -4.759 -9.642 0.3 -0.4 -0.2
H 11.617 -3.099 -9.726 0.8 0.4 0.1
H 11.931 -3.969 -8.198 -0.1 0.2 0.1
H 13.960 -5.559 -12.068 0.1 -0.1 -0.1
C 13.181 -0.986 -3.034 -0.7 -1.0 0.0
C 12.129 -0.156 -3.780 0.1 0.6 0.3
C 12.753 0.363 -5.100 -1.0 -0.9 -0.6
C 12.906 -0.737 -6.216 -1.1 -0.5 1.6
C 11.490 -1.345 -6.448 0.1 1.5 -0.9
C 10.748 -1.863 -5.218 0.8 -1.5 0.2
N 10.861 -0.877 -4.145 0.6 1.8 -0.4
O 10.094 -1.168 -3.011 0.5 -0.4 -0.1
C 9.271 -2.051 -5.559 -0.4 0.5 0.0
C 11.367 -3.253 -4.863 -0.1 0.2 0.5
C 11.720 1.097 -2.869 0.0 -0.9 -0.5
H 13.899 -0.343 -2.525 0.1 -0.1 -0.2
H 13.638 -1.727 -3.690 0.5 0.4 -0.3
H 12.743 -1.676 -2.312 -0.3 0.4 0.5
H 11.982 1.051 -5.448 0.2 0.4 -0.4
H 13.681 0.910 -4.934 0.0 -0.1 0.2
H 13.510 -1.575 -5.869 0.6 0.2 0.0
H 13.358 -0.309 -7.111 -0.2 -0.1 0.0
H 11.434 -2.103 -7.229 0.4 -0.2 0.2
H 10.942 -0.515 -6.894 -0.6 0.2 0.1
H 8.869 -1.051 -5.723 -0.2 -0.1 -0.5
H 9.129 -2.711 -6.415 0.2 0.2 -0.2
H 8.613 -2.472 -4.798 0.5 -0.2 0.5
H 11.165 -3.492 -3.819 0.0 -0.1 0.1
H 10.933 -4.064 -5.447 -0.2 0.2 -0.1
H 12.449 -3.317 -4.981 0.1 0.2 -0.1
H 12.398 1.946 -2.949 0.4 -0.2 -0.3
H 11.690 0.830 -1.813 -0.1 -0.2 0.0
H 10.737 1.483 -3.141 0.0 -0.2 -0.1
H 10.427 -2.014 -2.702 -0.1 -0.6 0.6
C 7.066 3.603 -9.307 0.3 0.7 0.3
C 8.498 3.386 -8.757 0.5 0.5 0.0
C 9.444 4.404 -9.471 -0.5 1.1 1.0
C 9.413 5.852 -8.805 0.0 -1.4 -1.9
C 9.808 5.726 -7.390 0.0 0.3 0.8
C 8.850 4.827 -6.580 0.0 -0.3 0.0
N 8.620 3.527 -7.267 2.8 2.0 -2.1
O 7.932 2.612 -6.546 -1.0 -0.4 0.4
C 9.529 4.503 -5.245 -0.8 0.5 1.2
C 7.496 5.595 -6.361 0.3 0.1 -0.5
C 8.997 2.000 -9.099 -0.5 -1.0 0.3
H 6.285 3.096 -8.740 0.0 -0.1 0.0
H 6.952 3.351 -10.361 0.3 -0.4 0.0
H 6.883 4.677 -9.286 -0.3 0.1 0.2
H 10.463 4.016 -9.488 0.1 0.1 0.5
H 9.203 4.465 -10.532 -0.5 0.0 0.0
H 8.433 6.323 -8.880 -0.1 -0.1 -0.3
H 10.116 6.463 -9.372 0.0 0.2 0.1
H 9.778 6.691 -6.884 -0.1 0.2 0.0
H 10.869 5.479 -7.360 0.0 -0.7 0.4
H 10.076 3.562 -5.178 0.0 0.0 -0.4
H 10.169 5.295 -4.855 0.3 0.2 -0.6
H 8.768 4.508 -4.464 -0.2 -0.6 0.1
H 7.094 5.936 -7.315 -0.1 -0.5 -0.2
H 6.750 4.984 -5.853 0.0 -0.1 0.0
H 7.548 6.546 -5.831 0.5 -0.2 0.5
H 8.245 1.295 -8.744 -0.1 -0.3 -0.3
H 9.896 1.683 -8.569 0.2 0.6 0.1
H 9.171 1.858 -10.166 -0.2 0.1 -0.1
H 7.033 2.940 -6.631 -0.9 -0.5 0.5
C 16.443 1.379 -9.403 -0.3 1.3 0.9
C 15.170 2.406 -9.382 2.6 -0.9 -0.3
C 14.000 1.473 -9.662 -1.5 0.6 2.2
C 12.662 2.248 -9.445 0.9 0.5 0.5
C 12.690 2.902 -7.984 0.8 0.1 -1.1
C 13.946 3.845 -7.706 -1.4 -1.4 1.0
N 15.140 3.035 -8.018 -2.5 -1.5 -1.0
O 16.281 3.726 -7.703 1.1 0.7 -0.3
C 13.734 5.181 -8.453 1.3 -0.5 0.3
C 13.979 4.073 -6.160 0.2 0.0 -0.2
C 15.363 3.425 -10.518 0.6 -0.3 -0.5
H 17.346 1.858 -9.025 0.0 0.4 -0.2
H 16.729 0.928 -10.353 -0.5 0.3 -0.3
H 16.295 0.578 -8.678 -0.5 -0.1 0.0
H 14.162 0.836 -10.532 -0.3 0.7 -0.5
H 13.941 0.730 -8.866 0.5 -0.1 0.3
H 11.790 1.601 -9.538 0.1 0.0 0.0
H 12.608 3.021 -10.212 -0.3 0.2 0.0
H 12.641 2.089 -7.260 0.3 0.0 0.1
H 11.817 3.523 -7.784 -0.2 -0.1 -0.3
H 13.245 5.010 -9.412 -0.1 0.3 0.2
H 13.245 5.930 -7.832 -0.3 -0.2 -0.1
H 14.747 5.551 -8.614 0.0 0.4 -0.3
H 13.114 4.651 -5.835 -0.1 -0.1 0.0
H 14.046 3.135 -5.610 -0.6 -0.3 -0.3
H 14.864 4.578 -5.774 0.1 0.5 -0.6
H 15.275 2.864 -11.448 -0.1 0.1 -0.2
H 16.380 3.818 -10.516 0.1 0.0 0.2
H 14.725 4.306 -10.589 -0.3 -0.4 0.3
H 16.621 3.205 -6.973 0.7 0.2 0.2